Record 1
This record from OMol25 describes 6 unconnected molecules or ions with the total composition C15H33BBr12F at a distorted geometry. The level of theory is ωB97M-V with the def2-TZVPD basis set.

charge: -1

Cartesian coordinates (Å):
C -1.506817 1.235412 3.021555
H -1.085941 0.240307 2.879114
C -0.025883 -4.911685 2.470988
C 0.047991 3.646719 -2.301589
H 0.225788 -2.309010 -0.742813
Br -0.559458 -3.078180 2.848953
C -0.015816 -0.223486 -0.232357
H 0.345885 2.054201 5.041026
H -0.685224 6.031214 -0.804476
Br -3.836881 1.048327 -3.236340
H -0.700993 1.960669 3.082320
H 1.700435 -4.214918 1.358408
H 1.819865 1.852287 7.729455
H -2.919136 -1.207380 -2.865225
H 1.391438 -5.962100 1.266777
H -0.744002 -0.306671 0.569411
H -4.326270 -1.286713 -3.941094
C 3.422972 -4.779830 -2.218890
H -0.496500 7.271884 -2.357435
C -2.443626 -0.800760 -4.913412
Br 2.851968 -5.483398 -0.496040
H -1.751520 3.232430 -3.530577
H -1.185626 -1.515989 -1.472754
H 2.079098 2.396869 5.193304
C 4.921521 -4.784132 -2.361352
Br 5.739943 -3.338231 -1.350977
Br -0.008929 -4.750102 -0.383008
H 0.455398 -5.263661 3.381177
H -0.126018 0.741711 -0.719572
C -0.820350 2.763968 -3.209414
B -0.832217 6.138110 -2.021813
C -2.405417 1.250335 4.228751
H 5.374240 -5.706858 -2.013874
C 0.169942 5.086901 -2.763656
C 1.235573 1.870162 5.633868
Br -2.473211 1.621496 1.380999
H 5.205329 -4.607394 -3.396791
C 1.058877 2.265268 7.075495
C 0.936172 -4.978544 1.310016
Br -2.844894 3.063798 4.778355
H -1.112956 1.879523 -2.627784
H -0.936562 -5.476934 2.301619
H -0.247491 2.378161 -4.059206
Br 1.721112 -0.217180 0.651427
H -1.895434 0.810177 5.085563
H 1.049803 3.349122 7.169162
H -2.007269 5.965773 -2.342948
F 1.530774 5.483701 -2.466234
C -0.147740 -1.386293 -1.172017
H -0.295804 3.558472 -1.265414
Br -3.363471 -0.422451 -6.588043
H 2.969604 -5.435633 -2.959959
C -3.391167 -0.772116 -3.743812
H -3.345503 0.733965 4.063841
Br 1.655473 -0.021095 5.445074
H -1.641456 -0.074995 -4.820928
H 0.067448 5.182184 -3.853729
H -2.020338 -1.795237 -5.038281
H 2.990126 -3.786190 -2.304216
Br 0.830831 -1.106374 -2.835706
Br -0.660035 1.671322 7.764149
H 1.062347 3.219071 -2.319075

Cartesian forces, eV/Å:
C -0.105 -0.207 -0.268
H 0.052 0.009 0.100
C 0.028 0.180 0.130
C 0.465 -0.488 -0.624
H -0.052 0.220 -0.056
Br -0.045 -0.025 -0.027
C 0.160 0.015 0.087
H -0.012 0.075 0.062
H -0.089 -0.100 0.070
Br -0.273 -0.145 -0.012
H -0.017 0.009 0.007
H -0.094 0.119 0.102
H 0.033 -0.043 -0.072
H 0.043 -0.042 -0.052
H -0.190 -0.117 0.172
H 0.001 -0.078 -0.098
H 0.041 -0.042 -0.068
C -0.089 -0.284 0.011
H -0.090 0.077 -0.057
C -0.030 -0.169 -0.148
Br 2.628 -0.435 -1.245
H 0.174 0.168 -0.081
H -0.015 0.019 0.077
H -0.015 0.028 0.018
C 0.101 0.251 -0.058
Br 0.007 -0.075 0.043
Br -1.222 0.005 0.455
H 0.043 0.000 -0.028
H -0.002 -0.002 -0.001
C 0.154 -0.417 0.678
B 0.235 0.208 -0.050
C 0.131 0.113 0.240
H -0.055 -0.024 0.005
C -0.458 0.639 0.710
C 0.267 -0.116 -0.022
Br -0.149 0.207 0.094
H -0.057 0.000 -0.009
C -0.220 0.134 0.002
C -1.197 0.145 0.536
Br -0.048 -0.022 -0.073
H -0.054 -0.014 -0.166
H 0.021 -0.012 -0.042
H -0.170 0.287 -0.165
Br 0.003 0.011 -0.024
H 0.021 -0.017 -0.029
H -0.012 -0.001 -0.048
H -0.050 -0.212 -0.035
F 0.028 -0.154 -0.219
C 0.009 0.155 -0.137
H -0.101 0.356 -0.056
Br 0.023 0.043 0.013
H 0.033 0.008 -0.016
C 0.041 0.237 0.182
H 0.021 -0.007 -0.079
Br -0.127 0.003 -0.038
H -0.035 0.024 0.054
H 0.242 -0.323 -0.015
H 0.004 0.005 0.040
H 0.038 0.012 0.015
Br 0.050 -0.091 0.029
Br 0.055 -0.075 0.110
H -0.077 -0.025 0.077

Atomic partial charges in e from the natural (NBO) method, atoms 1 to 6:
1. C -0.462
2. H 0.226
3. C -0.450
4. C -0.433
5. H 0.238
6. Br -0.012

=====

Record 2
This record from OMol25 describes 2 unconnected molecules or ions with the total composition C15H33ClFN2O4S2 at a distorted geometry. The level of theory is ωB97M-V with the def2-TZVPD basis set.

charge: +1

Cartesian coordinates (Å):
H 6.310101 -0.103430 -0.883684
C -4.456543 3.803190 -0.717891
C -2.387015 -0.665774 -0.448097
S 2.862448 -3.076788 -0.509627
O 6.177283 -2.762967 2.245397
C -4.338715 2.418101 -1.340842
H 4.793784 0.767728 0.548932
C -3.897779 0.969672 0.807130
H -5.498481 4.042326 -0.499583
C -1.991477 -0.121942 1.924760
H -2.976827 -0.791613 -3.867795
H 2.631891 0.240518 0.783823
F 3.531861 -3.437800 -1.953586
H 1.628619 -1.286265 -0.439625
H -3.247878 -1.314929 -0.284620
C 5.542617 -0.880484 -0.636825
H 7.134328 -2.240669 -1.225685
H -4.983929 2.384459 -2.223028
C -1.468560 1.574578 0.377550
C -1.271878 2.191131 1.755148
H -5.753257 1.535239 -0.020438
C -3.330819 -0.721618 -2.839065
C 3.210143 -0.714284 0.670018
C -4.758537 1.285447 -0.405841
H 3.010670 -1.284439 1.611820
C 4.747887 -0.351703 0.600613
H -4.403521 0.173162 1.356071
Cl 8.309082 -0.794351 1.559331
H -1.988921 2.995583 1.922966
C -2.198483 -0.264963 -1.918509
C 6.317953 -2.231482 -0.457095
H 5.189423 -0.610129 1.589126
N 2.643161 -1.384260 -0.533610
H -0.547186 1.112152 0.020745
H -3.325789 2.277636 -1.718963
H -3.715624 -1.701482 -2.550116
H -1.152687 -0.784403 1.714138
O 3.640021 -3.570778 0.636739
H -1.299510 -0.777801 -2.271834
H -1.500556 -1.240067 -0.176100
H 5.726316 -3.153095 -0.669267
S 7.150158 -2.470926 1.151377
H -4.918117 0.367363 -0.974007
H -1.991593 0.793645 -2.064715
C -1.507272 1.059374 2.751598
O 8.075935 -3.620131 0.993495
H -4.162592 -0.016638 -2.847770
H -4.085456 4.558219 -1.413392
H -0.598352 0.800438 3.293113
H 4.935194 -0.974432 -1.573102
O 1.540555 -3.758263 -0.495343
H -1.829561 2.297144 -0.347585
H -2.794271 -0.694137 2.384668
H -3.839688 1.829386 1.475299
H -0.279338 2.630627 1.852716
H -3.879907 3.886292 0.206139
H -2.248406 1.347883 3.498237
N -2.480905 0.460753 0.576693

Cartesian forces, eV/Å:
H -0.590 -0.657 0.276
C 0.045 0.029 -0.113
C 0.362 0.398 -0.098
S -3.082 -3.992 2.835
O 1.683 2.236 -2.476
C -0.046 0.148 -0.045
H 0.013 -0.936 -0.027
C -0.263 0.012 -0.004
H 0.049 -0.008 0.092
C 0.015 0.139 -0.124
H 0.006 -0.033 0.056
H 0.420 -0.810 -0.361
F -0.483 1.085 2.126
H 0.269 -0.344 -0.524
H -0.055 0.135 -0.058
C 0.708 -0.011 0.217
H -0.433 -0.052 0.889
H 0.032 -0.073 0.053
C -0.204 0.099 -0.027
C -0.022 0.328 -0.042
H 0.122 -0.038 0.186
C -0.175 0.269 -0.158
C 0.633 0.604 1.092
C 0.008 -0.118 -0.402
H 0.162 0.165 -0.886
C -0.767 0.790 -0.269
H 0.121 0.021 0.002
Cl -0.795 -0.415 -0.393
H 0.077 0.016 -0.077
C -0.121 -0.478 -0.420
C 0.362 0.917 -1.113
H -0.127 -0.069 -0.928
N 0.270 -1.055 0.408
H -0.114 -0.063 -0.089
H -0.033 -0.076 -0.042
H 0.073 0.015 -0.030
H -0.173 -0.015 -0.178
O 0.139 2.036 -3.164
H 0.025 0.079 0.166
H -0.163 0.082 0.251
H 0.478 0.638 0.890
S -0.255 -5.561 2.345
H 0.080 -0.005 0.017
H -0.062 0.003 0.167
C -0.254 0.004 0.471
O -1.239 2.997 -0.463
H -0.011 -0.076 0.021
H -0.021 0.003 0.109
H -0.069 -0.085 -0.034
H 0.241 0.092 0.937
O 2.410 2.399 -1.421
H 0.019 -0.153 -0.095
H 0.037 -0.029 -0.136
H 0.221 -0.044 -0.030
H -0.060 -0.028 -0.115
H -0.012 0.070 0.038
H 0.072 -0.020 -0.031
N 0.473 -0.564 0.733

Atomic partial charges in e from the natural (NBO) method, atoms 1 to 6:
1. H 0.238
2. C -0.612
3. C -0.205
4. S 2.380
5. O -0.870
6. C -0.407

=====

Record 3
This record from OMol25 describes 5 unconnected molecules or ions with the total composition C15H33IO13P2 at a distorted geometry. The level of theory is ωB97M-V with the def2-TZVPD basis set.

SMILES string: O=[PH2]PCCCI.COC(=O)OC.COC(=O)OC.COC(=O)OC.COC(=O)OC

Cartesian coordinates (Å):
C -1.080661 -1.036100 -1.270818
H 3.559821 -1.844661 -2.110940
H 4.379684 5.809967 5.647859
C -5.704211 -1.842672 0.874351
I -5.097359 -1.805524 2.906518
O 3.867953 3.885105 5.330179
H 5.635315 4.856957 4.822209
C 3.343388 0.624203 4.249301
H 2.733060 -0.102148 4.775847
H -6.257788 -0.582621 -0.702668
H 2.037498 1.168791 0.677763
C 3.987109 2.837413 4.514218
H -6.092172 0.524460 -2.672316
O 1.085733 0.448584 -1.576241
H -0.705037 -0.984044 -0.250698
H -4.285384 1.639111 -3.259792
O 3.600650 -1.873116 -4.192047
C 0.028558 0.892386 -1.951140
H 3.627754 -0.275523 -2.943907
C 1.237555 0.434847 0.663682
H 1.737883 2.346091 -3.320088
H -0.757643 -3.061147 3.374183
H 1.475126 3.072934 -1.715172
P -4.728590 2.037223 -0.470897
H -6.721285 0.068966 0.863063
C 0.087632 -0.863730 2.215784
C 3.134161 -3.101883 -4.377837
P -5.456568 1.772469 -2.502408
O 0.011761 -1.132026 3.518806
H -6.612989 -2.428689 0.828168
H -3.834657 -0.118323 -0.111396
C 4.567656 5.052881 4.893270
H 4.190925 5.388400 3.929459
H 2.111708 -1.189678 -2.905519
H 2.930225 0.791345 3.262287
C -0.982851 -2.109378 3.850836
H 3.602118 -5.098549 -6.841891
H 4.366686 0.261064 4.173334
O -0.593017 -1.354477 1.351319
H -4.956258 -2.364852 0.290363
C 3.158423 -4.874576 -5.877073
C -4.669294 0.393235 0.362216
C 3.190019 -1.267758 -2.956017
H -0.957295 -2.223436 4.929644
H -4.405015 0.623678 1.389512
O 3.296365 1.826712 5.028660
H 2.073817 -4.919217 -5.948369
H 0.704641 3.784387 -3.152406
C 1.023060 2.860504 -2.681398
O -1.143930 0.271966 -1.864013
O -0.164122 2.076358 -2.520605
H 0.333015 0.883429 0.259043
H -2.101007 -1.407493 -1.266145
C -5.933191 -0.452947 0.328449
H 3.507264 -5.588102 -5.133768
H 1.530226 -0.419834 0.058231
O 2.418798 -3.711125 -3.623763
H -5.846357 2.658250 0.101407
H -1.957678 -1.762811 3.524191
H -0.454494 -1.698735 -1.864757
O 3.588868 -3.551502 -5.547929
O -6.322015 2.892230 -2.898820
O 4.614029 2.817705 3.485851
O 1.042383 0.045023 2.030836

Cartesian forces, eV/Å:
C 0.028 -0.193 -0.175
H -0.032 -0.050 0.018
H -0.031 -0.023 0.035
C -0.363 -0.008 -0.237
I 0.038 -0.181 0.247
O 0.001 0.025 0.020
H 0.010 -0.029 -0.052
C 0.048 -0.136 0.072
H -0.054 0.062 0.058
H -0.150 0.038 -0.135
H 0.002 0.019 0.027
C -0.013 0.015 -0.019
H 0.252 -0.248 0.053
O -0.039 0.411 -2.396
H -0.257 0.031 -0.932
H 0.210 -0.232 0.023
O 0.062 0.096 0.075
C -0.483 -0.227 -0.622
H 0.035 0.011 -0.079
C 0.194 -0.226 0.991
H 0.025 -0.046 0.027
H 0.006 -0.002 -0.047
H 0.036 -0.027 0.021
P 1.105 0.371 0.270
H -0.203 -0.037 0.094
C 0.669 0.556 0.569
C -0.051 -0.062 -0.018
P -0.414 -0.212 0.190
O 0.001 -0.095 -0.175
H -0.142 -0.103 0.172
H 0.211 -0.198 0.134
C 0.004 0.096 0.052
H 0.024 -0.034 -0.042
H -0.064 -0.066 -0.001
H 0.026 0.041 -0.053
C -0.036 -0.069 0.035
H 0.028 0.043 -0.013
H 0.031 0.053 -0.031
O -0.052 -0.409 1.155
H 0.307 -0.066 0.127
C 0.022 -0.062 -0.091
C -0.521 0.342 -0.493
C 0.102 0.000 -0.044
H 0.055 0.096 0.011
H 0.260 -0.068 0.142
O -0.005 -0.057 0.037
H -0.021 -0.002 0.056
H -0.046 0.000 0.002
C 0.003 0.093 -0.052
O 0.185 0.329 -0.175
O 0.054 0.134 0.074
H 0.060 -0.122 0.784
H -0.072 0.018 -0.071
C 0.396 0.087 -0.090
H -0.036 0.004 0.048
H -0.102 0.042 0.689
O 0.005 0.011 0.004
H -0.476 -0.255 -0.176
H -0.121 -0.040 0.000
H 0.021 -0.007 -0.169
O 0.015 0.004 -0.015
O -0.434 0.782 -0.308
O 0.003 0.004 -0.016
O -0.321 -0.218 0.415

Atomic partial charges in e from the natural (NBO) method, atoms 1 to 6:
1. C -0.305
2. H 0.190
3. H 0.195
4. C -0.499
5. I 0.062
6. O -0.494

=====

Number 1: HOMO energy -4.7 eV, frontier orbital gap 6.11 eV, electronic energy -31604.207940 hartree. Number 2: HOMO energy -12.5 eV, frontier orbital gap 9.65 eV, electronic energy -2357.916813 hartree. Number 3: HOMO energy -9.2 eV, frontier orbital gap 9.40 eV, electronic energy -2549.842363 hartree.